DFT (ωB97M-V/def2-TZVPD) results for a 2-piece molecular cluster, C5H12O2 overall.

Properties
- F_max (Eh/bohr) = 0.0117
- lowest unoccupied orbital energy (spin up / spin down) (eV) = 0.6 / 0.6
- energy above the lowest of the compared OMol25 structures with the same formula, charge and spin (kJ/mol) = 483.2
- molecular weight (g/mol) = 104.15
- spin multiplicity = 1

Positions of all 19 atoms, in Å:
C1 2.629 0.382 -0.925
O1 1.335 0.522 -0.815
C2 0.552 -0.017 0.057
C3 -0.926 0.157 -0.073
C4 -1.634 -1.198 -0.087
C5 -1.475 1.038 1.054
O2 -0.952 2.343 1.028
H1 3.199 0.010 -0.083
H2 2.115 -1.718 -1.161
H3 3.060 0.953 -1.723
H4 1.459 -1.967 -0.858
H5 1.019 -0.501 0.909
H6 -1.120 0.680 -1.015
H7 -2.718 -1.071 -0.171
H8 -1.422 -1.756 0.830
H9 -1.289 -1.801 -0.928
H10 -2.559 1.145 0.951
H11 -1.280 0.544 2.021
H12 0.009 2.255 0.988

Calculated atomic charges, method Mulliken, unit e:
1 C -0.574
2 O -0.236
3 C -0.897
4 C 1.074
5 C -1.572
6 C -0.728
7 O -0.505
8 H 0.360
9 H 0.054
10 H 0.241
11 H -0.007
12 H 0.544
13 H 0.114
14 H 0.412
15 H 0.332
16 H 0.399
17 H 0.343
18 H 0.299
19 H 0.347